The following is a quantum chemistry calculation of C30H40BN14PS2Ti as an isolated structure, from the Open Molecules 2025 dataset.

Each line ends with the Mulliken spin population.
Element x y z (Å)
Ti (-0.133669, -0.182022, 0.048285)  0.897
C (0.515818, -4.076507, 1.382510)  -0.009
C (0.072502, -3.228555, 0.365670)  0.099
N (0.189369, -1.964063, 0.756279)  -0.080
N (0.714671, -1.957158, 1.986287)  0.049
C (0.916842, -3.230310, 2.397019)  0.070
B (1.215860, -0.656394, 2.631776)  -0.024
N (2.147263, 0.043624, 1.629384)  0.071
C (3.374205, 0.570662, 1.825120)  0.090
C (3.766788, 1.196988, 0.661309)  -0.007
C (2.699894, 1.010337, -0.218677)  0.168
N (1.735182, 0.317237, 0.385204)  -0.035
N (0.026707, 0.293613, 2.797761)  0.076
C (-0.367103, 0.974343, 3.895335)  0.059
C (-1.293962, 1.916547, 3.509514)  0.004
C (-1.416014, 1.748270, 2.129279)  0.093
N (-0.612856, 0.761726, 1.716239)  0.083
H (0.548290, -5.149109, 1.368981)  0.000
H (-0.272992, -3.477881, -0.620406)  -0.001
H (1.302040, -3.448447, 3.375353)  0.005
H (1.752179, -0.859358, 3.670477)  -0.002
H (3.884844, 0.466043, 2.761904)  0.005
H (4.690253, 1.707182, 0.466472)  -0.004
H (2.616291, 1.294314, -1.253662)  -0.022
H (0.013867, 0.744548, 4.869177)  0.006
H (-1.803960, 2.621010, 4.134850)  -0.001
H (-2.036702, 2.286480, 1.440223)  -0.010
C (-2.870296, -2.441064, -0.228493)  0.055
N (-2.570162, -1.207348, 0.491843)  -0.032
C (-2.983895, -1.393879, 1.877810)  0.021
C (-3.328728, -0.104733, -0.103757)  0.043
C (-2.718535, 0.378164, -1.399997)  0.002
C (-3.554904, 0.823693, -2.419491)  -0.019
C (-3.023350, 1.281438, -3.612864)  0.026
C (-1.646263, 1.331509, -3.767028)  -0.006
C (-0.820347, 0.936066, -2.724262)  0.158
C (-1.317261, 0.432038, -1.512264)  0.013
H (-2.425498, -3.288416, 0.293114)  0.004
H (-2.456554, -2.400248, -1.233054)  -0.031
H (-3.959959, -2.605765, -0.298452)  0.004
H (-4.056333, -1.643915, 1.944293)  0.001
H (-2.809619, -0.487416, 2.456377)  0.000
H (-2.415166, -2.208065, 2.330578)  -0.001
H (-3.331405, 0.724818, 0.612327)  -0.023
H (-4.383137, -0.402723, -0.266318)  -0.002
H (-4.628593, 0.812908, -2.282318)  -0.001
H (-3.672528, 1.617094, -4.410098)  0.002
H (-1.223485, 1.664277, -4.706261)  -0.001
H (0.261067, 1.010924, -2.858782)  0.013
N (3.823115, -2.739162, 1.394835)  0.008
C (3.732356, -2.264208, 0.127331)  0.007
N (2.652593, -2.164353, -0.558834)  0.015
C (2.876945, -1.618614, -1.794958)  0.006
C (4.175790, -1.254595, -2.029259)  0.003
S (5.183098, -1.637487, -0.678862)  0.001
C (1.818182, -1.567738, -2.778133)  0.025
C (2.056993, -1.505329, -4.127965)  0.003
S (0.588055, -1.622475, -5.021392)  0.001
C (-0.259327, -1.758010, -3.475405)  0.038
N (0.495159, -1.679766, -2.429590)  0.054
N (-1.613094, -1.949661, -3.483243)  0.003
H (3.017493, -3.245179, 1.737701)  -0.005
H (4.728545, -3.049021, 1.704935)  0.001
H (4.594719, -0.785727, -2.895446)  0.001
H (2.993658, -1.459476, -4.643384)  0.000
H (-2.023599, -1.837849, -4.400414)  0.000
H (-2.090502, -1.392179, -2.780182)  0.009
C (-0.383046, 5.492822, -2.117573)  0.001
N (-1.222853, 5.170312, -0.979428)  0.000
C (-0.649238, 5.759411, 0.219684)  0.003
N (0.732716, 5.375490, 0.454083)  0.000
C (1.515835, 5.689615, -0.728708)  0.002
N (0.995214, 5.075555, -1.937481)  -0.001
C (1.115428, 3.635989, -1.905131)  0.013
P (0.182820, 2.778104, -0.496280)  0.000
C (-1.400252, 3.741860, -0.846266)  0.010
C (0.839714, 3.975756, 0.808926)  0.006
H (-0.396832, 6.578116, -2.261076)  0.000
H (-0.793550, 5.008057, -3.007751)  0.000
H (-1.249717, 5.464786, 1.084998)  0.000
H (-0.688971, 6.848598, 0.113235)  0.000
H (2.546109, 5.358218, -0.572528)  0.000
H (1.507592, 6.775938, -0.870556)  0.000
H (2.180399, 3.392708, -1.825452)  -0.001
H (0.737591, 3.242697, -2.854624)  -0.001
H (-2.137854, 3.572478, -0.056275)  -0.004
H (-1.813048, 3.344965, -1.780676)  -0.002
H (1.896628, 3.737004, 0.981664)  -0.001
H (0.298127, 3.814409, 1.748369)  0.000

Cartesian forces, eV/Å:
-1.7105 0.8748 -3.0144
0.0150 0.0088 0.0994
0.1224 -0.0880 0.3271
0.0543 -2.5221 0.6558
0.3097 -0.9013 0.6607
-0.1934 -0.0266 -0.1202
-0.1484 0.0744 -0.2965
0.9246 0.1157 0.4638
0.0252 0.1077 -0.0874
-0.0150 0.0270 0.1049
0.2975 -0.1231 0.2186
2.0306 0.6873 -0.1023
-0.3067 0.4230 1.0890
-0.0796 0.0103 -0.1504
0.0006 -0.0605 0.0089
0.1408 -0.2060 0.2958
-0.8346 1.0607 1.6018
-0.0141 -0.1178 0.0460
-0.0245 0.1089 -0.0543
0.0952 0.0665 0.1488
0.1195 -0.0775 0.2030
0.0191 -0.0825 0.1813
0.1275 0.0281 0.0190
-0.1033 0.0064 0.0193
0.2090 -0.0897 0.1519
-0.1039 0.1115 0.1017
-0.0460 -0.0225 -0.1240
-0.0081 -0.0282 -0.0951
-0.3087 0.1564 -0.0533
-0.0056 0.0357 0.1762
-0.1206 0.1341 -0.0920
-0.0052 0.1273 -0.0978
-0.1174 -0.0599 -0.0341
-0.1497 0.1455 -0.0861
0.2843 0.0082 -0.0148
-0.2676 0.1677 -0.1540
-1.2870 0.3864 -1.1787
-0.0613 0.0631 -0.0532
-0.0526 -0.1235 0.0701
0.1089 0.0190 0.0243
0.0744 0.0004 0.0017
0.0320 0.0174 -0.0185
0.0397 0.0036 -0.0485
-0.0422 -0.1448 -0.0193
0.1281 0.0824 0.1022
-0.1378 -0.0654 -0.0126
-0.0590 -0.0129 -0.0401
0.0587 0.0992 -0.0656
-0.1058 -0.0630 -0.0679
0.1376 -0.1361 0.3834
0.9164 0.4258 -0.4561
-0.1388 -0.5372 0.0016
1.4782 0.1173 0.2721
-0.3304 -0.1794 0.1832
-0.7414 -0.1984 -0.0193
-0.0150 0.1616 -1.5187
-0.2716 -0.0100 0.4242
-0.0540 -0.0186 0.9148
0.1816 -0.1616 -0.9375
-0.1369 -0.2863 0.4751
-0.0771 -0.0641 -0.0954
0.1118 -0.0189 -0.1123
-0.1067 -0.0431 0.0297
0.0502 0.0885 -0.2509
0.2691 -0.0569 -0.0106
-0.0602 0.0398 0.1827
-0.0088 0.0667 -0.0913
-0.0732 0.1205 -0.0671
-0.2946 0.4118 -0.0765
-0.0466 0.1673 0.0044
0.1049 0.4244 0.1746
0.0403 0.1102 0.0151
0.1966 0.3800 -0.2888
0.0316 -0.5750 0.0081
-0.0954 1.1065 -0.0676
-0.0126 -0.5632 0.0436
0.0247 -0.6133 0.0933
-0.0053 -0.0543 -0.0198
0.0236 0.0541 0.0114
0.0014 0.0494 -0.0262
-0.0055 -0.0568 0.0371
-0.0232 0.0406 -0.0051
0.0299 -0.0776 0.0301
-0.0774 -0.1003 -0.0443
0.1043 -0.0649 0.0701
0.0223 -0.1101 -0.0906
-0.0667 -0.0309 0.1373
-0.1178 -0.0596 0.0730
0.1263 -0.0901 -0.0768

Calculated values
largest force on an atom: 3.6 eV/A
spin multiplicity: 3
energy above the lowest of the compared OMol25 structures with the same formula, charge and spin: 167.49 kJ/mol
E_tot: -3945.869642 Ha